The following is a DFT calculation (wB97M-V/def2-TZVPD) of a cluster of 6 separate species, C36H85O19P in total.

Last column: Mulliken charge in e.
Atoms and positions in Å:
C1 -5.71508 0.82150 1.58308  -1.06
C2 -5.80005 -0.63000 1.28403  -0.23
O1 -4.84751 -1.41866 1.98962  -0.19
P1 -3.24033 -1.20720 1.64674  0.85
O2 -2.48984 -0.34493 2.56122  -0.71
O3 -2.73203 -2.82801 1.66497  -0.44
C3 -3.37398 -3.78833 0.79956  -0.10
C4 -4.59022 -4.56411 1.52056  -1.24
O4 -3.14529 -0.87838 0.05306  -0.27
C5 -2.07972 -1.35115 -0.75008  -0.20
C6 -1.03840 -0.27514 -0.67421  -1.18
H1 -6.68833 1.31226 1.58880  0.36
H2 -5.10367 0.91031 2.48108  0.30
H3 -5.27075 1.42573 0.79215  0.28
H4 -6.72514 -1.03832 1.69100  0.38
H5 -5.76579 -0.91029 0.23124  0.27
H6 -3.68309 -3.17009 -0.04324  0.30
H7 -2.69288 -4.59970 0.54286  0.32
H8 -5.45972 -3.95687 1.77228  0.25
H9 -5.09665 -5.31948 0.91968  0.41
H10 -4.24290 -5.17776 2.35176  0.32
H11 -1.55688 -2.24650 -0.41382  0.30
H12 -2.45870 -1.46586 -1.76562  0.32
H13 -0.13993 -0.75950 -1.05660  0.37
H14 -1.39697 0.52073 -1.32700  0.29
H15 -0.88843 0.13239 0.32555  0.31
C7 -5.90702 3.31138 10.31626  -0.68
O5 -5.51029 1.97697 10.70372  -0.39
C8 -5.23799 1.07679 9.62690  -0.39
C9 -6.66104 0.55684 9.14783  -0.47
O6 -6.48739 -0.83910 8.82676  -0.26
C10 -7.67577 -1.65600 8.77283  -0.39
C11 -7.19128 -3.08536 8.77985  -0.64
O7 -6.55389 -3.41099 9.99801  -0.30
C12 -7.24667 -4.16932 10.93560  -0.72
H16 -6.39294 3.84503 11.13309  0.24
H17 -6.48595 3.33272 9.39296  0.29
H18 -5.00167 3.79682 9.95188  0.30
H19 -4.70177 0.33767 10.22211  0.25
H20 -4.54445 1.42399 8.86103  0.29
H21 -7.13518 1.06676 8.30921  0.30
H22 -7.36513 0.68868 9.96940  0.38
H23 -8.24829 -1.68032 7.84562  0.26
H24 -8.34854 -1.39427 9.58952  0.34
H25 -6.51216 -3.29620 7.95375  0.32
H26 -8.02360 -3.73863 8.51796  0.45
H27 -7.59651 -5.07180 10.43435  0.32
H28 -7.97018 -3.53749 11.45079  0.27
H29 -6.59107 -4.37908 11.78076  0.24
C13 8.43558 7.59155 -1.62778  -0.80
O8 8.06883 8.89508 -1.37627  -0.34
C14 9.06230 9.77962 -1.76984  -0.38
C15 8.81283 11.12696 -1.12486  -0.40
O9 9.67506 12.17266 -1.37037  -0.37
C16 10.76938 12.46020 -0.42572  -0.65
C17 12.05621 11.72960 -0.81868  -0.42
O10 12.54794 11.96433 -2.17784  -0.34
C18 13.64892 11.16156 -2.48214  -0.75
H30 9.30106 7.14672 -1.13668  0.31
H31 8.61018 7.43636 -2.69245  0.33
H32 7.64110 6.89495 -1.36009  0.29
H33 8.75174 9.76674 -2.81458  0.27
H34 10.09156 9.42105 -1.75748  0.32
H35 8.74345 11.11110 -0.03718  0.31
H36 7.88199 11.54514 -1.50797  0.27
H37 10.40588 12.35950 0.59694  0.42
H38 10.94079 13.52122 -0.60721  0.27
H39 12.14237 10.64874 -0.70723  0.40
H40 12.79853 12.05526 -0.08998  0.38
H41 13.45533 10.14963 -2.83799  0.29
H42 14.37193 11.16704 -1.66647  0.32
H43 14.16778 11.52372 -3.36968  0.27
C19 -4.36679 1.68563 -9.89491  -0.78
O11 -4.46767 2.97344 -9.39868  -0.31
C20 -3.39485 3.15815 -8.44274  -0.44
C21 -2.95727 4.62789 -8.43850  -0.61
O12 -2.07854 5.04275 -9.55540  -0.26
C22 -1.68714 6.40666 -9.77615  -0.46
C23 -0.92432 6.70432 -10.99809  -0.49
O13 -0.44252 8.11344 -11.05610  -0.34
C24 -0.27326 8.48495 -12.44916  -0.73
H44 -4.76377 0.89893 -9.25334  0.31
H45 -3.44740 1.34146 -10.36859  0.34
H46 -5.13271 1.71654 -10.66984  0.27
H47 -2.53662 2.60136 -8.81892  0.31
H48 -3.73682 2.79201 -7.47470  0.34
H49 -2.48028 4.84131 -7.48192  0.36
H50 -3.84006 5.26583 -8.48098  0.34
H51 -1.16264 6.73023 -8.87709  0.32
H52 -2.53924 7.08346 -9.71324  0.30
H53 -1.19958 6.10632 -11.86684  0.42
H54 0.04078 6.33788 -10.64823  0.22
H55 0.14094 9.48105 -12.60511  0.27
H56 -1.25170 8.42078 -12.92523  0.31
H57 0.34570 7.86088 -13.09377  0.30
C25 -2.23150 -8.53153 -8.40691  -0.67
O14 -1.61625 -7.30759 -8.19058  -0.35
C26 -1.24949 -7.02462 -6.81610  -0.49
C27 -0.10800 -7.91396 -6.19090  -0.39
O15 1.09874 -7.80993 -7.03370  -0.38
C28 2.01450 -6.66371 -6.93482  -0.53
C29 2.85002 -6.63629 -5.64697  -0.49
O16 2.10493 -6.08553 -4.52528  -0.26
C30 2.90789 -6.04366 -3.34553  -0.78
H58 -2.27461 -8.73585 -9.47672  0.24
H59 -3.28516 -8.40996 -8.15566  0.28
H60 -1.64233 -9.33328 -7.96174  0.28
H61 -2.14550 -7.06564 -6.19675  0.38
H62 -1.08266 -5.94866 -6.86688  0.26
H63 -0.40718 -8.95419 -6.06236  0.40
H64 0.02307 -7.66276 -5.13837  0.23
H65 1.33227 -5.81846 -7.02552  0.29
H66 2.71222 -6.77481 -7.76484  0.33
H67 3.64553 -5.98266 -6.00478  0.38
H68 3.21306 -7.64960 -5.47518  0.37
H69 2.37234 -5.81879 -2.42318  0.26
H70 3.77687 -5.38591 -3.36372  0.31
H71 3.34488 -7.02793 -3.17711  0.31
C31 1.82923 -8.16596 5.27093  -0.78
O17 1.33443 -7.22609 6.19230  -0.26
C32 0.65493 -7.82344 7.39875  -0.43
C33 0.18297 -6.84977 8.45232  -0.67
O18 1.20712 -6.12342 9.17737  -0.40
C34 1.79887 -5.04446 8.45096  -0.65
C35 3.25597 -5.35969 7.87726  -0.25
O19 3.95934 -4.20205 7.49326  -0.37
C36 3.46261 -3.43515 6.45785  -0.62
H72 1.02472 -8.62763 4.69846  0.31
H73 2.43966 -8.95132 5.71666  0.33
H74 2.41815 -7.58652 4.55992  0.23
H75 1.45904 -8.40663 7.84751  0.34
H76 -0.20750 -8.34158 6.97941  0.39
H77 -0.49075 -7.26368 9.20257  0.40
H78 -0.44358 -6.14097 7.91088  0.34
H79 1.96682 -4.39457 9.30976  0.32
H80 1.15700 -4.49635 7.76126  0.46
H81 3.25852 -6.21003 7.19534  0.24
H82 3.71920 -5.71350 8.79831  0.27
H83 4.11319 -2.57156 6.31979  0.24
H84 2.47808 -3.01602 6.66553  0.27
H85 3.45416 -4.11618 5.60683  0.28

Output
**E**: -3193.0840 Ha
**Kohn-Sham gap**: 9.500 eV
**Energy above the lowest of the compared OMol25 structures with the same formula, charge and spin**: 6.547 eV
**Molar mass**: 853.0 g mol⁻¹
**HOMO energy**: -0.3361 Ha